A molecular structure, C19H18N2S5Ti at a distorted geometry, computed with ωB97M-V with the def2-TZVPD basis set.

Results
multiplicity	2
charge	+1
frontier orbital gap (alpha / beta)	6.51 / 5.13	eV
HOMO (alpha / beta)	-11.210 / -11.218	eV
<S²>	0.774

Each line ends with the Mulliken charge.
Element x y z (Å)
Ti1 -0.4698 2.4293 -0.2427  -0.375
S1 -0.3584 5.3651 3.0360  -0.109
C1 -0.3903 4.2801 1.8091  0.312
S2 0.4200 2.7290 1.8714  -0.233
S3 -1.2482 4.5309 0.3095  -0.226
S4 1.4071 2.5725 -1.6330  -0.161
C2 0.6273 1.0579 -1.9501  0.543
N1 1.3242 -0.0774 -2.0699  0.176
C3 0.5943 -1.3224 -2.2190  -0.808
C4 -0.6768 -1.2521 -1.3817  -0.632
N2 -1.4779 -0.1467 -1.8762  0.151
C5 -2.8872 -0.1638 -1.5264  -1.232
C6 -3.0742 -0.1606 -0.0246  0.628
C7 -2.4677 0.8065 0.7786  0.820
C8 -2.5526 0.7422 2.1619  -0.491
C9 -3.2748 -0.2830 2.7568  -0.736
C10 -3.9499 -1.1996 1.9684  -0.622
C11 -3.8363 -1.1498 0.5886  -0.745
C12 -0.8147 1.0488 -1.9932  -0.094
S5 -1.6718 2.5060 -2.3377  -0.045
C13 2.7609 -0.1440 -1.8960  -1.509
C14 3.1192 -0.6919 -0.5322  0.638
C15 2.6338 -0.1018 0.6302  0.604
C16 2.9987 -0.5979 1.8706  -0.735
C17 3.8363 -1.6973 1.9637  -0.452
C18 4.2919 -2.3114 0.8102  -0.650
C19 3.9408 -1.8065 -0.4301  -0.392
H1 1.2299 -2.1410 -1.8805  0.482
H2 0.3333 -1.4732 -3.2735  0.339
H3 -0.4064 -1.1083 -0.3179  0.308
H4 -1.2476 -2.1767 -1.4769  0.543
H5 -3.3308 -1.0676 -1.9530  0.491
H6 -3.3709 0.7037 -1.9858  0.514
H7 -2.0360 1.7333 0.3149  0.512
H8 -2.0884 1.5061 2.7735  0.406
H9 -3.3330 -0.3366 3.8334  0.425
H10 -4.5662 -1.9564 2.4291  0.418
H11 -4.3673 -1.8611 -0.0235  0.409
H12 3.1747 0.8586 -2.0348  0.505
H13 3.1727 -0.7957 -2.6690  0.448
H14 1.9939 0.7831 0.5781  -0.073
H15 2.6437 -0.1142 2.7656  0.454
H16 4.1308 -2.0699 2.9312  0.416
H17 4.9302 -3.1798 0.8725  0.395
H18 4.3354 -2.2664 -1.3238  0.385

A molecular structure, C23H19AuBN4O3S, computed with ωB97M-V with the def2-TZVPD basis set.

Results
energy relative to the best compared isomer or geometry (same formula, charge and spin)	84.8	kJ/mol
charge	+1
frontier orbital gap	7.45	eV
HOMO	-10.899	eV

Each line ends with the Mulliken charge.
Element x y z (Å)
Au1 1.1482 0.4168 0.5970  0.224
C1 -2.7225 0.4205 2.5422  -1.582
C2 -1.3793 0.7846 2.0044  1.211
N1 -0.7136 -0.0153 1.2444  0.460
N2 -1.1440 -1.2811 0.9735  -1.085
C3 -0.1282 -2.1421 1.0361  0.747
O1 1.0798 -1.8223 1.2838  -0.878
C4 -0.4649 -3.5693 0.7976  0.432
C5 0.4946 -4.5403 1.0644  -0.317
C6 0.2054 -5.8786 0.8514  -0.680
C7 -1.0396 -6.2499 0.3630  -0.346
C8 -1.9978 -5.2818 0.0920  -0.749
C9 -1.7152 -3.9442 0.3123  -0.236
C10 -0.7263 2.0442 2.4249  0.512
C11 -1.4638 3.1492 2.8267  -0.681
C12 -0.7918 4.2751 3.2753  -0.411
C13 0.5923 4.2543 3.3235  -0.629
C14 1.2505 3.1059 2.9139  -0.286
N3 0.6155 2.0216 2.4810  -0.345
H1 -2.9101 -0.6381 2.3992  0.397
H2 -3.4929 0.9816 2.0061  0.339
H3 -2.7911 0.6808 3.5977  0.420
H4 1.4594 -4.2343 1.4445  0.411
H5 0.9501 -6.6332 1.0672  0.396
H6 -1.2646 -7.2948 0.1943  0.398
H7 -2.9675 -5.5720 -0.2902  0.396
H8 -2.4554 -3.1828 0.1087  0.437
H9 -2.5434 3.1268 2.7821  0.396
H10 -1.3418 5.1520 3.5883  0.446
H11 1.1571 5.1042 3.6790  0.406
H12 2.3316 3.0423 2.9552  0.451
O2 0.4758 0.1209 -2.3008  -0.456
B1 0.3474 0.9359 -1.2132  1.018
O3 -0.3544 2.0843 -1.4546  -0.406
C15 -0.7123 1.9786 -2.7982  0.654
C16 -1.4385 2.8597 -3.5626  -0.950
C17 -1.6455 2.4889 -4.8889  -0.525
C18 -1.1434 1.2956 -5.4006  -0.494
C19 -0.4087 0.4137 -4.6122  -1.027
C20 -0.2118 0.7944 -3.3067  0.658
H13 -1.8261 3.7824 -3.1548  0.487
H14 -2.2122 3.1442 -5.5356  0.403
H15 -1.3300 1.0447 -6.4355  0.399
H16 -0.0178 -0.5174 -4.9971  0.503
S1 5.2325 1.4245 -1.0753  -0.077
C21 5.0537 -0.2451 -0.7543  -0.235
C22 3.8175 -0.5046 -0.2724  -0.590
N4 3.0350 0.6239 -0.1565  0.061
C23 3.6551 1.7112 -0.5530  0.008
H17 5.8523 -0.9439 -0.9367  0.432
H18 3.4047 -1.4594 0.0197  0.449
H19 3.1964 2.6875 -0.5504  0.435

A single C12H13N3O2 molecule, computed with ωB97M-V with the def2-TZVPD basis set.

Results
energy relative to the best compared isomer or geometry (same formula, charge and spin)	125.2	kJ/mol
charge	0
frontier orbital gap	8.44	eV
structure (SMILES)	CCOC(=O)N/N=C/c1c[nH]c2ccccc12
HOMO	-7.722	eV

Each line ends with the Mulliken charge.
Element x y z (Å)
C1 -3.4024 -2.4550 0.0306  -1.212
C2 -3.9669 -1.0471 -0.0078  -0.244
H1 -4.6005 -0.8463 0.8638  0.318
H2 -4.5692 -0.8827 -0.9087  0.312
O1 -2.8706 -0.1349 -0.0072  -0.205
C3 -3.1925 1.1598 -0.0084  0.443
O2 -4.3137 1.6078 -0.0107  -0.644
N1 -2.0851 1.9618 -0.0068  -0.348
N2 -0.8377 1.4632 -0.0042  0.159
C4 0.1595 2.2534 0.0000  -0.528
C5 1.4982 1.7472 0.0016  0.758
C6 2.6540 2.4927 0.0087  -0.943
N3 3.7390 1.6713 0.0080  0.014
C7 3.3182 0.3670 0.0003  -0.475
C8 4.0476 -0.8146 -0.0037  -0.928
C9 3.3376 -1.9967 -0.0119  -0.409
C10 1.9401 -2.0062 -0.0162  -0.780
C11 1.2106 -0.8370 -0.0123  -0.442
C12 1.9059 0.3694 -0.0039  1.128
H3 0.1330 -0.8315 -0.0146  0.751
H4 1.4274 -2.9569 -0.0225  0.405
H5 3.8713 -2.9358 -0.0155  0.375
H6 5.1278 -0.8061 -0.0008  0.357
H7 4.6987 1.9734 0.0125  0.174
H8 2.7703 3.5602 0.0144  0.400
H9 0.0383 3.3458 0.0022  0.315
H10 -2.2494 2.9705 -0.0066  0.247
H11 -2.7727 -2.6266 -0.8379  0.295
H12 -4.2149 -3.1757 0.0319  0.412
H13 -2.8019 -2.5905 0.9258  0.296

A single C5H14N2 molecule at a distorted geometry, computed with ωB97M-V with the def2-TZVPD basis set.

Results
energy relative to the best compared isomer or geometry (same formula, charge and spin)	246.4	kJ/mol
charge	0
frontier orbital gap	9.41	eV
structure (SMILES)	CC[C@H](N)CNC
HOMO	-8.358	eV

Each line ends with the Mulliken charge.
Element x y z (Å)
N1 0.4614 0.9407 -1.4961  -0.554
C1 -0.4388 -2.0756 -2.1826  -1.195
C2 -0.0598 -1.3762 -0.8390  -0.362
C3 -0.4598 0.1145 -0.6559  0.203
C4 -0.2081 0.3232 0.8682  -1.309
N2 -0.3733 1.6360 1.5755  -0.301
C5 0.4461 1.5655 2.7717  -0.715
H1 1.3525 1.1841 -1.0467  0.234
H2 0.2820 0.6390 -2.4668  0.233
H3 0.1850 -2.9325 -2.3171  0.347
H4 -0.0504 -1.4037 -3.0999  0.221
H5 -1.4474 -2.1768 -2.3411  0.384
H6 1.1070 -1.3931 -0.7551  0.206
H7 -0.4908 -1.9970 -0.0297  0.275
H8 -1.4679 0.3475 -0.8574  0.372
H9 0.6244 -0.1385 1.2273  0.670
H10 -1.0972 -0.3019 1.3632  0.223
H11 -0.3320 2.5568 0.9752  0.279
H12 1.5973 1.7560 2.5878  0.200
H13 0.2384 0.5105 3.1022  0.295
H14 0.1310 2.2215 3.6164  0.293

A molecular structure, C17H50BaFeN2O15P at a distorted geometry, computed with ωB97M-V with the def2-TZVPD basis set.

Results
multiplicity	5
charge	+1
frontier orbital gap (alpha / beta)	6.63 / 6.51	eV
HOMO (alpha / beta)	-10.851 / -10.741	eV
<S²>	6.010

Each line ends with the Mulliken charge.
Element x y z (Å)
Fe1 -0.8518 0.6622 0.1991  0.143
Ba1 1.3408 2.2712 -3.1200  1.850
P1 1.0162 -0.2984 -0.7076  1.101
O1 1.1232 0.6521 0.5042  0.067
O2 -0.1439 -1.1136 -0.0781  1.056
O3 2.1611 -1.0453 -1.4101  -0.682
O4 0.2696 0.7617 -1.5295  -1.237
C1 4.8622 0.3557 -2.4062  -0.774
O5 3.5169 0.5923 -2.7339  -0.364
H1 5.0121 0.1611 -1.3433  0.169
H2 5.2192 -0.5746 -2.8490  0.301
H3 5.5372 1.1792 -2.6378  0.353
H4 3.0107 -0.1193 -2.3237  0.387
C2 -1.3388 4.3707 1.9551  -1.563
C3 -1.0585 2.8738 1.6514  0.771
C4 -1.6927 1.9010 2.6498  -0.981
O6 -1.2926 0.5714 2.1708  0.266
C5 -1.2062 -0.4444 3.1196  -0.874
N1 -1.4679 2.6635 0.2942  0.165
H5 -0.9616 5.0425 1.1838  0.398
H6 -0.8574 4.7277 2.8657  0.416
H7 -2.4237 4.4735 1.9985  0.357
H8 0.0303 2.8769 1.7171  -0.228
H9 -2.7814 1.9604 2.6654  0.183
H10 -1.3018 2.0594 3.6549  0.664
H11 -0.9429 -1.3853 2.6370  0.137
H12 -2.1648 -0.5885 3.6202  0.263
H13 -0.4485 -0.2063 3.8665  0.371
H14 -1.0943 3.3955 -0.2949  0.337
H15 -2.4466 2.9232 0.3112  0.294
C6 -3.9403 -0.1816 -2.3683  -1.796
C7 -3.4598 0.7326 -1.2630  1.083
C8 -4.6258 1.6337 -0.7212  -1.270
O7 -4.2459 2.4296 0.4477  -0.318
C9 -5.3550 3.2416 0.9310  -0.984
N2 -2.8030 -0.0137 -0.2034  -0.272
H16 -4.5169 0.3874 -3.0996  0.524
H17 -4.7202 -0.8839 -2.0726  0.388
H18 -3.1149 -0.6169 -2.9305  0.349
H19 -2.7154 1.3549 -1.7624  -0.127
H20 -5.4652 0.9902 -0.4540  0.526
H21 -4.9702 2.2565 -1.5476  0.487
H22 -5.1034 3.7072 1.8834  0.315
H23 -6.2782 2.6777 1.0672  0.347
H24 -5.5926 4.0330 0.2193  0.362
H25 -2.6217 -0.9263 -0.6049  0.042
H26 -3.5465 -0.2488 0.4413  0.385
C10 1.9590 -3.5030 -3.8023  -0.540
C11 1.1693 -4.0587 -2.6796  -0.024
O8 1.8659 -3.9369 -1.4492  -0.548
O9 1.8992 -2.1191 -3.7937  -0.605
H27 1.4706 -3.8093 -4.7279  0.360
H28 3.0133 -3.7601 -3.6939  0.269
H29 1.1372 -5.1455 -2.7628  0.428
H30 0.1893 -3.5801 -2.6553  -0.082
H31 1.9179 -2.9991 -1.2504  0.252
H32 2.0656 -1.7731 -2.9141  0.276
C12 3.3020 2.9357 1.6956  -0.486
C13 3.5927 2.7196 0.1704  -0.415
O10 2.3998 2.6115 -0.5590  -0.418
O11 2.8508 1.7139 2.2577  -0.583
H33 2.6158 3.7823 1.7610  0.157
H34 4.2178 3.3037 2.1586  0.489
H35 4.1968 1.8116 0.1521  -0.033
H36 4.2276 3.5480 -0.1443  0.510
H37 1.8108 2.0209 -0.0726  0.224
H38 2.2777 1.2674 1.6278  -0.168
C14 -2.0151 -3.9061 -0.5958  -0.409
C15 -1.7541 -3.7033 0.9281  -0.394
O12 -0.3176 -3.5326 1.2080  -0.660
O13 -1.9693 -2.6363 -1.2054  -0.584
H39 -3.0010 -4.3689 -0.6414  0.440
H40 -1.2468 -4.5574 -1.0129  0.186
H41 -2.0682 -4.6598 1.3462  0.459
H42 -2.3101 -2.8482 1.3134  0.027
H43 -0.0651 -2.7237 0.7545  -0.028
H44 -1.2034 -2.1294 -0.9096  0.426
C16 4.0149 -1.5647 1.5540  -0.130
C17 2.7828 -2.2570 2.1582  -0.202
O14 1.8218 -1.1918 2.4324  -0.566
O15 4.1594 -1.9225 0.1473  -0.615
H45 4.8747 -2.0131 2.0521  0.471
H46 4.0806 -0.4790 1.6226  -0.020
H47 3.0995 -2.5961 3.1442  0.443
H48 2.2558 -2.9997 1.5598  0.025
H49 1.6592 -0.7067 1.6178  -0.225
H50 3.4738 -1.5058 -0.3843  -0.094

A molecular structure, C23H47ClN5O6PPtSi, computed with ωB97M-V with the def2-TZVPD basis set.

Results
energy relative to the best compared isomer or geometry (same formula, charge and spin)	67.7	kJ/mol
charge	0
frontier orbital gap	7.47	eV
HOMO	-8.069	eV

Each line ends with the Mulliken charge.
Element x y z (Å)
Pt1 0.0497 0.2439 -0.1448  1.923
O1 2.7063 -1.1972 2.3770  -0.657
Cl1 2.0567 -0.0591 1.8466  1.668
O2 2.3993 1.1309 2.5380  -0.628
O3 0.5660 -0.2594 1.9075  -0.757
O4 2.3270 0.0841 0.4031  -0.688
N1 0.2717 0.6015 -2.0087  -0.798
P1 -0.0270 0.2354 -3.4855  -0.066
N2 1.0155 -0.9431 -4.0350  1.095
C1 2.2945 -1.2210 -3.3939  -0.781
C2 2.4817 -2.7238 -3.2309  -0.184
C3 2.3515 -3.4435 -4.5691  -1.162
C4 1.0179 -3.0937 -5.2223  -0.654
C5 0.8686 -1.5808 -5.3369  -0.995
N3 0.2066 1.5444 -4.4972  -0.159
C6 1.4538 1.7411 -5.2320  -0.560
C7 2.4326 2.6232 -4.4644  -0.478
C8 1.7874 3.9680 -4.1430  -1.235
C9 0.4668 3.7557 -3.4089  0.490
C10 -0.4454 2.8155 -4.1865  -1.041
N4 -1.4942 -0.3808 -3.9725  0.691
C11 -1.9604 -1.6649 -3.4506  -0.276
C12 -3.2411 -1.5351 -2.6316  0.082
C13 -4.3135 -0.7350 -3.3648  -1.233
C14 -3.7515 0.5965 -3.8555  -0.276
C15 -2.5222 0.3357 -4.7151  -1.082
H1 2.3178 -0.7150 -2.4304  0.263
H2 3.1132 -0.8151 -4.0098  0.253
H3 1.7054 -3.0831 -2.5513  -0.430
H4 3.4516 -2.9274 -2.7698  0.573
H5 2.4456 -4.5235 -4.4380  0.439
H6 3.1687 -3.1323 -5.2302  0.399
H7 0.1956 -3.4906 -4.6191  0.201
H8 0.9411 -3.5407 -6.2164  0.436
H9 -0.0996 -1.3108 -5.7564  0.367
H10 1.6422 -1.2113 -6.0285  0.454
H11 1.2054 2.2202 -6.1881  0.458
H12 1.9013 0.7785 -5.4618  0.117
H13 3.3456 2.7589 -5.0494  0.494
H14 2.7076 2.1126 -3.5351  0.126
H15 1.6049 4.5110 -5.0779  0.399
H16 2.4595 4.5865 -3.5447  0.458
H17 -0.0432 4.7075 -3.2387  0.575
H18 0.6632 3.2998 -2.4373  -0.803
H19 -0.7421 3.2831 -5.1353  0.404
H20 -1.3641 2.6228 -3.6316  0.248
H21 -1.1623 -2.1159 -2.8554  -0.256
H22 -2.1438 -2.3279 -4.3094  0.355
H23 -2.9979 -1.0388 -1.6947  -0.428
H24 -3.6121 -2.5345 -2.3858  0.487
H25 -5.1721 -0.5746 -2.7109  0.426
H26 -4.6712 -1.3042 -4.2312  0.384
H27 -3.4732 1.2241 -3.0011  0.017
H28 -4.5018 1.1424 -4.4325  0.422
H29 -2.1006 1.2444 -5.1354  0.437
H30 -2.8212 -0.2955 -5.5657  0.514
C16 -0.6235 2.6233 2.2141  -1.181
Si1 -0.1851 2.5296 0.4078  0.824
C17 -1.5520 3.3147 -0.5856  -0.975
C18 1.4951 3.2640 0.0490  -1.397
H31 -0.7756 3.6811 2.4553  0.412
H32 0.1600 2.2338 2.8605  0.304
H33 -1.5552 2.0972 2.4266  0.327
H34 -1.3749 4.3928 -0.6386  0.467
H35 -2.5260 3.1600 -0.1196  0.414
H36 -1.5877 2.9254 -1.5995  -0.052
H37 1.3755 4.3268 -0.1812  0.495
H38 1.9803 2.7820 -0.7997  0.253
H39 2.1467 3.1642 0.9162  0.325
O5 -3.9893 1.0983 0.0980  -0.631
C19 -2.9091 0.6276 0.1192  0.812
N5 -1.8664 0.0442 0.1394  -0.749
C20 0.8758 -4.5446 -0.1887  -0.459
C21 -0.6317 -4.4838 0.1093  -0.743
C22 -0.9661 -2.9829 0.0232  -0.064
O6 0.2438 -2.3254 -0.3853  0.442
C23 1.3160 -3.1259 0.1242  -0.974
H40 1.0533 -4.7637 -1.2428  0.145
H41 1.3986 -5.2900 0.4087  0.477
H42 -0.8434 -4.8608 1.1093  0.310
H43 -1.2136 -5.0741 -0.5968  0.353
H44 -1.2816 -2.5841 0.9907  0.347
H45 -1.7301 -2.7424 -0.7119  -0.337
H46 1.4103 -2.9756 1.2039  0.400
H47 2.2358 -2.8038 -0.3587  0.423

| no. | total energy (eV) |
| --- | --- |
| 1 | -100261.23414 |
| 2 | -51461.38603 |
| 3 | -21220.20822 |
| 4 | -8390.06519 |
| 5 | -96499.32013 |
| 6 | -77279.63204 |